(1)
Below is C3H5Cl2NS in the gas phase, with properties calculated with ωB97M-V/def2-TZVPD.

XYZ file:
```
12
Properties=species:S:1:pos:R:3:lowdin_charge:R:1
Cl -2.128 1.157 -0.223 0.549
C -0.685 0.466 0.616 -0.657
C -0.775 -1.075 0.599 -0.550
S 0.876 -1.671 0.307 0.836
N 0.975 -0.502 -0.961 -0.410
C 0.703 0.829 -0.485 -0.772
Cl 2.032 1.685 0.372 0.536
H -0.549 1.176 1.544 0.114
H -1.179 -1.601 1.527 0.103
H -1.280 -1.469 -0.337 0.079
H 1.725 -0.499 -1.599 0.060
H 0.286 1.502 -1.359 0.112
```

ΔE to the lowest compared entry with this formula, charge and spin, kcal per mole: 33.5
Largest force on an atom, eV Å⁻¹: 3.62
SMILES: Cl[C@H]1CSN[C@@H]1Cl
Kohn-Sham gap, Eh: 0.343

---

(2)
Below is a molecular structure, C4H8N2S, with properties calculated with ωB97M-V/def2-TZVPD.

XYZ file:
```
15
Properties=species:S:1:pos:R:3:lowdin_charge:R:1
C 0.752 1.628 -0.049 -0.104
C 0.308 0.308 0.272 -0.519
C -1.155 0.052 0.624 -0.497
C -1.905 -1.207 0.349 -0.464
H 2.167 1.710 -0.224 0.173
H 0.406 2.414 0.756 0.081
H 0.210 2.146 -1.189 0.165
H 2.062 -2.082 -0.603 0.083
H 2.336 -0.615 -1.398 0.086
H -1.458 0.689 1.454 0.098
H -2.612 -1.099 1.203 0.067
H -1.535 -2.226 0.219 0.081
N 0.789 -0.758 -0.074 -0.033
N 2.039 -1.065 -0.531 0.028
S -2.405 0.106 -0.810 0.754
```

ΔE to the lowest compared entry with this formula, charge and spin, kcal per mole: 121.6
Largest force on an atom, eV Å⁻¹: 6.46
Kohn-Sham gap, Eh: 0.343

---

> Look up the ΔE to the lowest compared entry with this formula, charge and spin of the first one.

33.5 kcal per mole

---

> Which of these has the lowest ΔE to the lowest compared entry with this formula, charge and spin?

C3H5Cl2NS

---

> The highest largest force on an atom belongs to which entry?

C4H8N2S